A:
Entry from the OMol25 dataset: the molecule C20H31N5O4 (the ωB97M-V functional and the def2-TZVPD basis).

Element x y z (Å)
C1 -5.08302 2.33527 -2.65037
C2 -3.71036 1.77986 -2.28009
C3 -3.76588 0.25761 -2.20891
C4 -3.25210 2.43437 -0.96096
N1 -2.38991 1.64000 -0.10881
N2 -2.95512 0.70803 0.77026
C5 -1.93269 -0.16564 1.10873
C6 -2.16605 -1.18233 2.18362
C7 -1.21745 -2.35278 1.97784
O1 -0.12942 -2.41029 2.51948
N3 -1.65409 -3.29783 1.11619
C8 -2.66306 -3.21713 0.04564
C9 -1.82880 -4.23457 -0.76919
C10 -1.29491 -3.76435 -2.11730
N4 -2.07794 -4.19775 -3.27405
C11 -1.41841 -5.05509 -4.24580
C12 -3.31436 -3.67238 -3.43007
O2 -3.78944 -2.95736 -2.54995
C13 -4.05455 -4.01476 -4.70999
C14 -5.33232 -3.26298 -5.08786
O3 -5.78436 -3.42805 -6.20725
N5 -5.90624 -2.48135 -4.15565
C15 -7.11694 -1.77218 -4.43363
C16 -7.39316 -0.54692 -3.62402
C17 -7.03485 -0.42327 -5.08195
C18 -0.78510 -4.21219 0.37749
C19 -0.84627 0.05581 0.34561
C20 -1.13666 1.20203 -0.51248
O4 -0.50882 1.70560 -1.42832
H1 -5.82676 2.03168 -1.90799
H2 -5.08006 3.42691 -2.69247
H3 -5.41080 1.96516 -3.62283
H4 -2.98870 2.05294 -3.05304
H5 -4.47139 -0.08413 -1.44693
H6 -4.08559 -0.15130 -3.16942
H7 -2.79298 -0.18116 -1.98337
H8 -2.71940 3.36111 -1.17085
H9 -4.12629 2.69292 -0.35661
H10 -3.43269 1.14914 1.54930
H11 -1.95500 -0.75450 3.16420
H12 -3.20818 -1.50739 2.15711
H13 -3.65399 -3.55608 0.34628
H14 -2.74065 -2.23617 -0.42152
H15 -2.31874 -5.20115 -0.88111
H16 -1.21618 -2.67277 -2.11771
H17 -0.28984 -4.16236 -2.26208
H18 -2.14171 -5.59729 -4.84624
H19 -0.76414 -4.48601 -4.91173
H20 -0.81499 -5.79136 -3.71634
H21 -3.39411 -3.90450 -5.56994
H22 -4.32954 -5.07312 -4.68244
H23 -5.44260 -2.41388 -3.25762
H24 -7.95042 -2.40306 -4.71366
H25 -8.41342 -0.35734 -3.32293
H26 -6.64299 -0.25320 -2.90165
H27 -6.04318 -0.06609 -5.32423
H28 -7.80842 -0.15172 -5.78555
H29 0.17459 -3.75406 0.12209
H30 -0.60171 -5.16067 0.88108
H31 0.07397 -0.50353 0.34487

Properties
- Total charge: 0
- HOMO-LUMO gap: 9.04 eV
- Structure (SMILES): CC(C)Cn1[nH]c(CC(=O)N2CC(CN(C)C(=O)CC(=O)NC3CC3)C2)cc1=O



B:
Entry from the OMol25 dataset: the molecule C20H31N5O4 (the ωB97M-V functional and the def2-TZVPD basis).

Element x y z (Å)
C1 -1.23779 -2.36317 -0.17269
C2 -1.54691 -1.79122 -1.55368
C3 -0.52435 -0.73360 -1.95445
C4 -2.98506 -1.27169 -1.68355
N1 -3.24071 0.04172 -1.12989
N2 -3.13683 0.26580 0.24648
C5 -3.09277 1.64139 0.41047
C6 -3.13748 2.22449 1.79126
C7 -2.23171 3.44840 1.81412
O1 -2.65351 4.56462 1.57618
N3 -0.92449 3.19203 2.04546
C8 -0.18280 1.92811 1.87838
C9 0.96013 2.71766 1.20453
C10 1.11494 2.49374 -0.29432
N4 2.14296 1.53281 -0.70625
C11 2.81800 1.83342 -1.96289
C12 2.18417 0.30098 -0.13931
O2 1.46819 0.02201 0.81888
C13 3.16938 -0.68312 -0.74537
C14 3.25577 -2.12386 -0.24012
O3 4.02473 -2.88069 -0.80598
N5 2.48944 -2.47948 0.80816
C15 2.57699 -3.79095 1.37297
C16 1.33873 -4.35401 1.99690
C17 1.85478 -4.91563 0.69914
C18 0.16930 4.01547 1.52286
C19 -2.97007 2.25486 -0.78199
C20 -3.02288 1.22834 -1.81914
O4 -2.88936 1.30139 -3.02921
H1 -1.24241 -1.57871 0.58667
H2 -1.96252 -3.12929 0.11338
H3 -0.24589 -2.81809 -0.16724
H4 -1.48246 -2.61555 -2.27280
H5 -0.51013 0.07619 -1.21978
H6 0.47489 -1.17422 -1.98100
H7 -0.75039 -0.30299 -2.93008
H8 -3.24146 -1.16462 -2.73760
H9 -3.68757 -1.98351 -1.24080
H10 -3.84236 -0.22847 0.78240
H11 -4.14664 2.55529 2.03481
H12 -2.82036 1.47595 2.51940
H13 0.08247 1.46090 2.82612
H14 -0.66682 1.19453 1.23666
H15 1.92222 2.63979 1.70647
H16 0.14268 2.21965 -0.72377
H17 1.40111 3.44247 -0.74993
H18 3.80282 1.37800 -2.00115
H19 2.23828 1.49817 -2.82786
H20 2.95127 2.91031 -2.03820
H21 2.99546 -0.76358 -1.81985
H22 4.18018 -0.27955 -0.64718
H23 1.91980 -1.75470 1.22809
H24 3.53021 -4.02558 1.83028
H25 1.44797 -4.94195 2.89670
H26 0.44622 -3.74356 1.95682
H27 1.31634 -4.67062 -0.20573
H28 2.32306 -5.88908 0.70577
H29 -0.13763 4.61453 0.66226
H30 0.62043 4.66839 2.26950
H31 -2.84956 3.31006 -0.95931

Properties
- Total charge: 0
- HOMO-LUMO gap: 9.17 eV
- Structure (SMILES): CC(C)Cn1[nH]c(CC(=O)N2CC(CN(C)C(=O)CC(=O)NC3CC3)C2)cc1=O



Stability, descending: B, A



A:
Entry from the OMol25 dataset: a cluster of 3 separate species, C4H12O3 in total (the ωB97M-V functional and the def2-TZVPD basis).

Element x y z (Å)
C1 -1.50530 -1.31332 -1.50632
C2 -1.72697 -1.10975 -0.07297
C3 -1.18368 -1.76318 0.93522
C4 -1.00855 -1.27219 2.34357
O1 -0.08981 -0.18776 2.52262
H1 -1.13209 -0.46338 -2.09939
H2 -0.81108 -2.12188 -1.73967
H3 -2.43024 -1.46783 -2.09792
H4 -2.40027 -0.26286 0.14012
H5 -0.51918 -2.63433 0.79272
H6 -0.59094 -2.12131 2.90097
H7 -1.91771 -0.83063 2.76578
H8 0.38704 0.04143 1.71769
O2 2.41836 3.65730 -2.17418
H9 3.09971 4.10398 -1.65643
H10 2.74296 3.84641 -3.07199
O3 2.27397 1.03117 0.43777
H11 1.55141 1.13034 -0.19093
H12 2.84235 1.73779 0.05333

Properties
- Total charge: 0
- HOMO-LUMO gap: 9.87 eV
- Structure (SMILES): C/C=C/CO.O.O



B:
Entry from the OMol25 dataset: a cluster of 2 separate species, C4H12O3 in total (the ωB97M-V functional and the def2-TZVPD basis).

Element x y z (Å)
O1 -0.46519 -2.61041 -0.82896
C1 -0.94896 -1.32429 -0.73983
C2 -0.93885 -0.70786 0.69622
C3 -1.20667 0.77148 0.54669
C4 -0.04521 1.81395 0.92272
O2 0.98598 1.45093 1.89520
H1 0.24947 -2.79585 -0.01449
H2 -0.37056 -0.53219 -1.44621
H3 -2.00422 -1.29020 -1.14617
H4 -0.20156 -0.57903 1.53407
H5 -1.75091 -1.22901 1.13048
H6 -2.14083 1.01074 1.07302
H7 -1.34319 0.92557 -0.61772
H8 -0.57488 2.71148 1.31306
H9 0.55593 2.07534 -0.03641
H10 0.73571 0.62847 2.20492
O3 2.15860 0.57297 -2.18688
H11 2.12458 0.90472 -1.33693
H12 2.12341 -0.45765 -2.24737

Properties
- Total charge: 0
- HOMO-LUMO gap: 10.64 eV
- Structure (SMILES): OCCCCO.O



Stability, descending: A, B



A:
Entry from the OMol25 dataset: a cluster of 2 separate species, C4H12O3 in total (the ωB97M-V functional and the def2-TZVPD basis).

Element x y z (Å)
O1 -0.31133 -1.73579 2.95923
C1 0.24710 -0.84381 1.95179
C2 -0.60461 0.41900 1.79777
C3 -0.72244 0.93225 0.35785
C4 0.55209 1.52961 -0.20860
O2 1.41458 0.54903 -0.79018
H1 -1.06933 -1.26842 3.33390
H2 0.27654 -1.42466 1.03984
H3 1.25844 -0.68847 2.30918
H4 -0.21141 1.17846 2.46802
H5 -1.61767 0.14792 2.11892
H6 -1.00682 0.04971 -0.23904
H7 -1.53014 1.64692 0.31364
H8 0.32477 2.29344 -0.95599
H9 1.14941 2.00424 0.55638
H10 0.80825 -0.08066 -1.19563
O3 0.46202 -1.39085 -4.93308
H11 0.81211 -1.27124 -5.82257
H12 -0.23155 -2.04670 -5.06142

Properties
- Total charge: 0
- HOMO-LUMO gap: 10.85 eV
- Structure (SMILES): OCCCCO.O



B:
Entry from the OMol25 dataset: a cluster of 2 separate species, C4H12O3 in total (the ωB97M-V functional and the def2-TZVPD basis).

Element x y z (Å)
C1 -0.74532 -1.33182 -0.27874
C2 -1.16983 0.19426 -0.30452
O1 -1.31560 0.79521 -1.53937
C3 0.04949 0.89645 0.41652
C4 0.27090 0.51987 1.84370
O2 1.18600 1.50661 2.44876
H1 -1.29504 -1.93521 -1.04466
H2 -0.86313 -1.57617 0.79281
H3 0.35669 -1.39546 -0.33929
H4 -1.95421 0.33951 0.44252
H5 -0.42328 0.70572 -1.87808
H6 0.97988 0.92245 -0.12322
H7 -0.32018 1.94972 0.49076
H8 -0.61205 0.28190 2.50062
H9 0.77057 -0.47481 1.83262
H10 1.71937 1.12115 3.15431
O3 1.36731 -0.53065 -2.82168
H11 0.41879 -0.52376 -2.66944
H12 1.57962 -1.46498 -2.92361

Properties
- Total charge: 0
- HOMO-LUMO gap: 10.86 eV
- Structure (SMILES): C[C@H](O)CCO.O



Stability, descending: A, B